107
Properties=species:S:1:pos:R:3:forces:R:3 method="wB97M-V/def2-TZVPD" e_tot_ev=-375094.8099 multiplicity=2 charge=-1 s_squared=1.77 homo_energy_ev="-3.855 / -3.831"
C 1.0796 -1.8762 2.8033 0.3 -0.3 0.0
B 1.9603 -1.8261 1.4106 1.7 -0.3 -0.1
O 3.0840 -2.8110 1.2348 -0.9 2.7 1.7
C 1.7240 -0.7223 0.1801 -0.7 1.4 -3.2
C 1.3570 -1.3957 -1.3018 1.1 3.6 0.4
C 1.1855 -3.0137 -1.5662 -0.3 1.1 -1.0
C -0.3884 -3.4033 -1.2455 -1.3 1.3 0.3
N -1.1319 -2.0928 -0.9556 -0.7 -0.5 -0.2
N -0.5706 -4.2718 -0.0198 1.0 0.5 -1.5
N -1.1159 -4.0368 -2.4244 0.0 0.4 0.7
C 1.1573 -0.3414 -2.5403 1.2 0.7 1.2
C 1.3096 1.2742 -2.3106 1.1 -1.4 2.4
C 1.6548 1.9691 -0.8385 -0.6 -3.7 -0.9
C 1.7266 3.6052 -0.7646 0.3 -0.8 -2.1
I 0.2542 4.4804 0.6671 -0.6 -1.2 -1.0
C 3.2275 4.2302 -0.5596 1.1 -1.1 -1.6
C 4.4161 3.1302 -0.3116 0.9 1.4 1.0
I 3.2213 5.7042 1.0722 1.4 0.0 -0.5
C 1.8505 0.9268 0.4177 -1.7 -0.9 -4.6
P 2.2257 1.5551 2.1799 5.6 -3.3 0.3
O 3.6533 0.9261 2.5842 -4.3 1.6 -1.0
C 1.0453 1.9485 -3.7807 3.5 5.2 -0.1
O 1.4610 3.0976 -4.3283 -3.3 -9.1 4.4
N 0.1898 0.8494 -4.4448 0.6 -0.8 -0.5
Cl -1.1455 0.8169 -3.2983 -1.6 0.2 -1.0
C 0.7800 -0.5379 -4.1228 0.6 -1.3 4.2
O 0.9136 -1.6101 -4.9147 -0.1 5.2 2.4
H 0.0437 -1.3252 2.6919 2.1 -1.1 0.5
H 0.9349 -3.0188 3.0665 0.1 2.3 -0.3
H 1.7707 -1.3947 3.6460 -1.6 -0.9 -1.6
H 3.7888 -2.6185 1.9492 -1.8 -0.5 -1.6
H 1.9654 -3.6790 -0.9926 -1.7 1.7 -1.1
H 1.3250 -3.1792 -2.7360 -0.1 0.4 2.5
H -1.6917 -2.1591 -0.0764 0.5 -0.1 -1.1
H -1.7911 -1.8583 -1.7552 1.2 -0.6 1.6
H -0.3026 -3.7319 0.8342 0.0 -0.8 -1.1
H 0.0421 -5.1084 -0.1691 -0.7 1.0 0.6
H -1.2025 -3.3611 -3.2331 0.4 -0.8 1.4
H -2.1000 -4.2209 -2.0702 1.7 0.1 -0.6
H 1.3503 3.9981 -1.8277 0.7 -1.0 2.4
H 3.5200 4.8170 -1.5564 -0.9 -1.2 2.3
H 4.4236 2.2259 -1.0546 -0.5 0.9 0.6
H 4.4524 2.8075 0.8304 -0.2 0.5 -2.3
H 5.4451 3.7075 -0.4946 -2.4 -1.3 0.4
H 1.2676 0.9526 3.0738 -0.1 0.9 -0.7
H 2.3684 2.9817 2.3104 -0.9 -0.7 -0.4
F 4.3015 1.0281 -2.1910 -0.4 -0.2 -0.3
Al 2.6368 -0.5387 -5.7857 0.3 -0.1 -0.1
O -1.6941 -7.6553 -2.6782 0.9 -0.3 -0.4
Cl -2.9613 -7.4562 -2.0021 -2.1 0.4 2.8
O -2.8513 -7.9039 -0.6272 0.3 0.2 -1.3
O -3.9942 -8.2178 -2.6770 0.6 0.1 -0.5
O -3.3059 -6.0480 -2.0256 0.3 -0.7 -0.4
F 1.4394 4.3620 -6.0718 -0.1 0.7 -1.1
C 8.8423 5.1519 0.2421 0.0 0.3 -0.1
Br 6.9609 5.5899 0.4714 0.6 0.0 0.1
Br 9.5178 4.0698 1.7107 -0.2 0.2 -0.3
Br 9.1879 4.3255 -1.4846 -0.1 0.2 0.4
H 9.3951 6.0969 0.2607 -0.2 -0.5 0.0
Na -1.6032 -7.4976 -4.7562 0.1 0.1 -0.1
C -5.9407 4.9726 4.8275 0.0 0.3 -0.2
C -5.1352 3.6808 5.1547 -1.4 0.9 1.0
C -3.8976 4.0315 6.0237 0.3 -0.2 -0.2
C -2.7708 4.7024 5.2424 0.0 0.0 0.0
C -2.4006 3.8926 4.0037 -0.3 -0.2 0.3
C -3.6228 3.5679 3.1027 0.7 0.8 -1.7
N -4.7714 2.9860 3.8749 2.5 -3.9 2.1
O -4.4385 1.6552 4.1911 -1.3 3.4 -1.1
C -4.0743 4.8567 2.3648 -0.1 0.2 0.1
C -3.1487 2.6353 1.9417 -0.3 -0.4 0.5
C -6.1191 2.8455 6.0403 0.5 -0.6 -0.4
H -5.3156 5.8693 4.8143 0.0 -0.1 -0.1
H -6.4565 4.8940 3.8629 0.2 0.0 0.2
H -6.7252 5.1699 5.5682 0.3 -0.2 0.0
H -3.4958 3.1179 6.4836 -0.2 0.0 -0.2
H -4.1913 4.6846 6.8548 -0.2 -0.1 -0.2
H -3.0532 5.7221 4.9611 0.0 0.0 0.0
H -1.8888 4.7998 5.8878 -0.1 0.0 -0.1
H -1.6454 4.4426 3.4318 -0.2 -0.1 -0.2
H -1.9178 2.9636 4.3299 -0.2 -0.1 -0.1
H -4.9857 4.6785 1.7829 0.1 0.0 0.1
H -3.3034 5.1963 1.6607 0.0 -0.3 0.2
H -4.2519 5.7032 3.0268 -0.1 -0.1 0.0
H -2.6801 1.7127 2.3020 -0.3 0.2 0.1
H -2.3974 3.1348 1.3171 -0.3 0.1 0.3
H -3.9868 2.3619 1.2889 0.1 0.0 0.2
H -7.0156 2.5645 5.4777 0.2 0.0 0.0
H -6.4406 3.4208 6.9182 0.2 0.2 -0.4
H -5.6606 1.9302 6.4328 0.0 0.1 -0.3
C -3.0845 2.2582 -6.0400 0.4 0.4 -0.2
Cl -2.4542 3.6160 -6.9880 -0.1 -0.4 0.3
Cl -3.9965 2.8472 -4.6397 0.1 -0.1 -0.1
Cl -4.0996 1.2133 -7.0487 0.0 -0.1 0.1
H -2.2382 1.6695 -5.6770 -0.3 0.2 -0.1
C 2.2353 -9.9096 -5.1513 1.9 -1.9 1.3
O 1.6890 -8.7313 -5.4108 -0.7 0.6 -0.4
H 1.7998 -10.4980 -4.3259 -0.9 0.3 -0.1
H 2.2297 -10.6588 -5.9612 -0.6 0.4 -0.5
H 3.3020 -9.9213 -4.8698 0.1 0.7 -0.3
C 4.3857 -6.4884 -1.5173 0.9 0.1 0.6
C 2.9938 -6.4529 -2.1726 1.3 -1.3 -1.5
O 2.1944 -5.7994 -1.3453 -0.7 0.1 0.4
H 4.3716 -7.0112 -0.5525 -0.2 0.2 -0.2
H 5.0884 -7.0224 -2.1677 -0.3 0.1 0.0
H 4.7896 -5.4808 -1.3574 -0.3 -0.2 0.0
H 2.7594 -7.5028 -2.4083 -0.6 -0.2 0.6
H 3.1596 -6.0375 -3.1789 -0.3 0.8 0.2